172
Properties=species:S:1:pos:R:3 method="wB97M-V/def2-TZVPD" total_charge=+1 e_tot_ha=-3159.4649 e_lumo_ev=-3.06 gap_ev=7.61
H -1.541 -3.617 -9.094
H -3.440 -5.606 -2.299
C -4.493 -4.761 0.582
C 1.920 1.278 -10.076
C -0.830 -1.951 -7.954
H 2.568 4.431 -2.269
H 2.432 5.818 4.971
C 1.710 -3.486 -2.915
H 2.913 5.545 -3.610
C 2.919 -3.000 3.224
C 0.495 1.689 -10.334
C -1.130 5.480 4.074
C 1.718 1.587 4.486
H 0.509 5.760 8.683
H -2.768 -3.526 -5.544
H -6.026 -0.914 3.427
O 4.804 -7.172 4.546
H -2.051 -0.505 -3.179
H -7.840 -0.076 1.450
H 4.269 1.897 -0.674
H 3.713 -2.850 2.488
H 3.138 0.170 5.231
H 2.495 1.328 -11.004
H 3.505 1.882 5.626
H 1.847 2.176 -0.822
H 3.738 5.909 8.703
H 3.987 -9.562 6.324
H 0.147 -3.752 -8.554
H -5.659 -3.533 -3.638
C 3.513 -3.100 4.604
H -5.395 -5.634 -2.108
H -4.042 -6.128 -4.427
H 2.599 -0.140 1.121
H -1.025 5.707 -1.978
H -1.895 -0.157 -7.504
H -0.291 1.864 5.154
H 5.780 -9.967 3.666
H 0.404 4.808 7.185
O 3.216 -2.295 5.486
C 0.257 3.083 -10.850
O -0.439 0.915 -10.130
C 3.097 -2.692 -2.561
C 4.168 7.063 4.845
H -0.255 -2.652 -9.892
O 2.245 3.303 7.981
O -0.506 5.524 5.133
H 1.880 4.127 -3.899
C 4.482 -4.221 4.862
H -1.841 3.814 2.934
C -4.599 -4.053 -3.549
H -4.910 -3.033 -0.880
H -5.395 -5.215 -5.405
H -3.128 6.079 3.596
H -3.623 0.340 -1.571
C 3.449 5.769 4.573
H -4.745 0.225 1.316
C 3.589 8.318 4.247
H 3.299 -9.865 4.694
H -0.818 3.239 -10.990
H 0.087 4.533 -1.241
H -1.063 1.483 0.054
C 4.841 -8.383 4.756
O 1.433 1.914 3.335
H 5.346 -4.126 4.199
H -0.499 -2.979 -3.164
C -3.280 -4.520 -5.924
C -0.910 4.367 3.084
H 3.767 1.264 3.980
H -6.925 1.630 -0.696
H 3.427 5.575 3.497
H 0.626 3.814 -10.127
C -5.729 -4.035 1.423
H 2.003 -4.329 -3.708
H 2.705 0.028 -1.618
C 0.536 -2.590 -3.613
H 6.468 -9.664 5.296
H 4.608 -0.465 -1.498
O -0.206 -1.906 -6.895
C -0.610 -3.064 -8.944
C -6.338 -1.589 2.520
H 1.495 6.210 7.252
H -2.195 7.274 4.525
H 0.455 -1.066 -1.019
H -6.647 2.233 1.089
H 3.574 8.237 3.157
C -5.659 0.201 0.549
C -4.215 -4.000 -0.852
H -3.860 -4.302 -6.932
H -0.080 -0.474 -4.188
C -1.651 -0.683 -2.075
H -0.555 4.778 2.136
H 4.212 9.174 4.527
H -4.393 -2.182 1.276
H 1.694 -0.503 -3.559
C 0.630 -0.975 -3.367
C -2.142 6.535 3.718
H -0.601 4.229 -2.871
C 3.225 5.093 9.219
C -6.114 1.731 0.171
H 2.752 5.459 10.134
H -7.204 -1.524 0.412
H -2.832 -0.432 -0.046
C 6.053 -9.202 4.397
H 0.485 -2.812 -4.762
H -4.566 2.388 -1.851
H 0.758 3.213 -11.813
H 2.111 -2.364 -0.438
O 5.189 7.095 5.530
H -3.789 -3.202 -3.571
C 2.218 2.342 0.287
C -4.431 -4.956 -2.177
C 2.153 4.893 -3.168
H -4.732 -5.913 0.467
H -2.601 3.587 0.478
H 4.520 -0.424 1.066
O 0.904 6.923 -3.018
H 0.307 0.656 -1.809
C 0.941 5.712 -2.809
H 2.237 -2.144 3.183
H 0.948 2.259 6.366
H 3.979 4.948 5.066
C 3.677 -9.104 5.381
S -4.744 2.809 -0.517
H 2.196 3.489 0.588
C 3.748 1.721 0.376
C -2.577 0.162 -1.023
H 2.579 8.480 4.631
C -3.093 2.512 0.316
C 3.534 -0.546 -1.020
H -1.542 -0.388 -9.230
C -0.033 -0.482 -1.912
C -6.882 -0.711 1.221
H -4.438 -2.922 3.013
H 3.393 -1.854 -3.330
H -2.828 -1.352 -8.432
H -2.399 -5.292 -6.113
C -0.223 4.991 -2.184
C 3.122 -2.149 -0.989
H 3.993 -2.711 -0.399
H -6.209 -4.745 2.224
C -5.115 -2.642 2.087
H 4.373 2.189 1.256
H -0.153 3.679 3.474
C -4.380 -5.079 -4.831
H 4.830 -4.169 5.900
C 0.676 1.560 5.571
H -3.529 -4.626 1.232
H -1.714 2.285 -1.562
C 3.591 0.072 0.520
H -1.865 -1.838 -1.860
H 3.988 -5.183 4.707
C 1.079 5.381 7.830
H 6.813 -8.549 3.954
H 3.964 4.330 9.488
H 3.970 -3.503 -2.623
H -1.842 7.043 2.798
H 1.517 1.792 1.065
H -7.213 -2.298 2.909
H 2.363 1.930 -9.318
H -3.222 2.040 1.379
H 2.354 -3.908 2.996
C -2.014 1.649 -0.627
H 1.359 -4.093 -1.953
H 1.940 0.248 -9.706
C 2.188 4.485 8.313
H 2.875 -8.388 5.586
C -1.842 -0.895 -8.310
C 3.123 1.199 4.863
H -3.096 -3.610 -0.827
H -5.300 -0.411 -0.399
H 0.581 0.547 5.971
H -6.554 -3.782 0.627

192
Properties=species:S:1:pos:R:3 method="wB97M-V/def2-TZVPD" total_charge=0 smiles="CCOC(=O)C(F)(F)F.CCOC(=O)C(F)(F)F.CCN(CC)CC.CCN(CC)CC.CCN(CC)CC.CCN(CC)CC.CCN(CC)CC.CCN(CC)CC.CCN(CC)CC.CC(C)=O" e_tot_ha=-3450.3017 e_lumo_ev=0.03 gap_ev=8.06
F 2.914 -1.149 1.427
H 2.733 -5.218 -4.136
H -3.061 -6.529 -0.318
H -6.787 1.744 3.978
H 3.762 -2.356 -5.863
H 7.523 -1.126 -1.480
C 8.770 0.073 -0.119
H 2.021 -3.195 -5.392
C -0.562 1.714 -4.667
C 0.088 5.135 -3.167
H 0.027 -3.264 -9.846
H -6.341 4.736 -0.644
C 4.355 5.506 2.310
H 1.659 2.469 -5.786
H 2.037 3.171 -2.881
C -3.183 -4.863 -1.690
C -9.771 5.432 1.317
C -7.729 1.927 4.496
H -2.144 0.678 0.786
N 2.046 -4.187 -7.201
H -2.530 1.350 -5.200
H -2.020 3.085 0.662
H -5.498 -6.299 -3.384
H 3.275 2.426 -4.977
H -0.667 1.563 8.002
H 4.877 4.509 4.037
C 1.526 2.593 -3.651
C -0.382 4.063 7.263
C 3.664 -2.173 -6.933
F 0.372 6.465 3.209
C 3.737 -11.103 1.209
H -2.366 -7.056 -2.281
C 11.557 1.466 -0.979
C -11.095 5.871 0.742
H 2.334 3.910 -4.988
H 3.291 -5.891 2.420
H -0.079 0.741 -4.574
H 1.182 2.431 7.495
C -1.569 2.597 1.527
H 1.789 1.563 -3.413
H -5.512 -6.372 -1.616
H -2.537 6.401 9.590
H 0.945 -2.619 -7.537
C -8.255 5.773 -0.630
H -10.193 3.897 -1.056
C -2.693 1.393 8.779
H 1.176 5.166 -3.101
C -6.266 3.592 5.899
C 2.648 -10.033 1.450
H -3.235 1.945 9.546
C -7.553 2.830 5.750
O 3.104 7.993 1.703
H -2.290 2.766 2.326
C 5.532 -8.510 0.421
C -1.351 1.067 1.424
O 3.090 5.811 2.775
H -2.347 -6.532 -4.836
C -3.128 -7.159 -4.405
C 0.836 -3.840 -9.397
H -2.190 -4.743 -2.121
C 2.205 -7.801 2.200
C -0.319 4.068 -4.164
H -6.173 4.242 5.029
H -8.156 0.970 4.796
C 3.985 -8.108 0.546
H 2.085 -10.419 2.300
H -0.572 4.965 9.528
H -11.679 5.044 0.338
H -9.938 4.665 2.073
H -8.677 1.713 -1.090
H 2.012 -9.835 0.588
H -0.769 3.293 1.777
C -2.069 1.594 -4.243
C -5.974 -4.410 -2.734
H 10.608 0.021 -1.934
C -9.444 3.581 -0.330
H 9.251 2.848 0.070
H -6.174 6.366 -1.354
F 2.034 -1.044 -0.500
N 3.243 -8.712 1.776
H -3.113 -8.194 -4.748
H 9.202 -1.850 -1.075
H -3.550 -3.838 -1.734
H 2.409 -6.374 -5.519
C -2.629 5.393 9.185
H 4.080 -4.253 -7.607
N 0.062 2.674 -3.786
H 5.497 3.751 2.551
H -8.579 6.798 -0.449
H -5.389 2.967 5.726
H 0.183 4.313 -5.100
C 2.261 2.824 -4.949
H -5.507 -3.492 -2.378
C 1.826 -4.208 -5.742
H 8.323 3.418 -2.757
O -8.492 3.005 6.509
H -6.974 -4.407 -2.300
H -8.253 2.535 3.758
C 2.647 7.126 2.477
C -1.508 4.409 9.485
H 3.314 -8.396 -0.263
H 10.412 1.554 -2.757
H 2.188 -6.254 3.759
H 4.233 5.485 1.227
C -1.329 2.110 8.673
C 8.722 2.542 -0.832
H 0.833 -4.906 -9.624
H 1.616 3.912 8.179
H 2.882 -1.430 -7.092
H -7.779 2.537 0.092
H 5.993 -7.700 -0.143
H 5.626 -9.546 0.095
H 1.715 -3.406 -9.876
H -3.321 1.336 7.889
H 3.920 3.376 2.940
H -0.805 3.824 6.287
H 6.022 -8.322 1.377
N -1.348 3.536 8.315
H -1.409 0.737 2.462
H -0.262 5.001 -2.144
H 1.681 -7.351 1.356
C -3.314 -5.469 -0.325
H 4.101 -11.112 0.182
H -1.648 3.898 10.438
H -1.359 4.151 -4.481
H -0.456 1.911 -5.734
H 12.449 0.961 -1.350
H -2.748 5.683 8.140
C 2.043 -0.491 0.699
H -9.313 6.272 1.839
H 7.758 -1.781 -0.086
H -9.860 2.939 0.447
H 9.979 3.548 -2.335
H -3.905 -7.903 -2.647
H -6.108 -4.205 -3.796
C 3.299 -3.493 -7.659
C -6.658 5.777 -0.574
H -3.650 5.144 9.470
N 9.026 1.141 -1.197
H 7.973 0.480 0.502
O -0.033 0.799 0.916
N -8.877 4.826 0.287
H -11.689 6.376 1.503
C 8.978 3.620 -1.910
C 2.663 -5.358 -5.215
C 1.319 7.470 3.246
C -3.278 -7.042 -2.879
H 7.657 2.672 -0.637
H -6.281 6.178 0.366
H 1.619 3.829 6.430
C -8.338 2.715 -0.826
H 11.801 2.505 -1.200
H -2.533 2.455 -3.762
F 2.536 0.707 0.485
C 8.364 -1.213 -0.792
C 4.624 4.204 3.021
H -0.231 5.143 7.262
H 4.464 -1.578 -7.373
H -10.936 6.541 -0.103
H 1.449 -8.358 2.753
C 10.341 1.067 -1.785
H 4.635 -11.156 1.825
H 3.714 -5.296 -5.496
H 0.811 -4.449 -5.426
C 1.083 3.503 7.321
H 11.506 1.177 0.071
H 3.248 -3.302 -8.730
H 3.292 -12.095 1.288
C 0.607 -0.350 1.248
H -6.301 4.042 6.891
F 1.596 7.733 4.587
H 9.634 -0.112 0.519
C 0.896 -3.638 -7.919
H 8.974 4.682 -1.667
C 2.870 -6.690 3.029
H -0.782 2.002 9.610
H 3.763 -6.906 3.616
H -2.135 0.703 -3.618
H -2.417 0.389 9.102
O 0.074 -1.253 1.881
H 5.076 6.261 2.624
N -3.823 -5.660 -2.773
H -3.958 -6.710 -4.952
H -4.283 -5.385 0.168
F 0.823 8.591 2.755
H -0.301 6.071 -3.570
H -7.656 3.194 -1.528
C -5.255 -5.751 -2.474
H 4.026 -7.019 0.582
H -0.023 -4.061 -7.513
H -8.713 5.605 -1.605
H -2.631 -5.038 0.407